# 1
A structure of composition C8H27FN9O5Sr2 at a distorted geometry. Source: the Open Molecules 2025 dataset; level of theory: ωB97M-V with the def2-TZVPD basis set.

CARTESIAN COORDINATES (ANGSTROEM)
Sr: -1.945 -1.241 -3.443
Sr: 3.370 0.685 -5.287
F: 1.715 -0.447 -2.172
C: -2.867 -5.644 0.728
C: -2.810 -4.341 1.418
C: -2.327 -4.581 2.792
O: -2.375 -3.412 3.672
C: -1.929 -3.682 5.024
N: -1.876 -3.416 0.711
H: -3.228 -6.512 1.280
H: -1.881 -5.908 0.344
H: -3.512 -5.543 -0.145
H: -3.823 -3.952 1.320
H: -1.352 -5.057 2.690
H: -2.924 -5.348 3.287
H: -1.797 -2.723 5.525
H: -0.912 -4.070 5.070
H: -2.712 -4.284 5.485
H: -0.950 -3.788 0.558
H: -1.718 -2.858 1.538
C: 3.994 4.578 -1.428
O: 4.241 4.158 -2.540
N: 3.678 3.802 -0.459
N: 4.049 5.818 -1.075
H: 3.410 4.147 0.451
H: 3.688 2.817 -0.683
H: 3.776 6.053 -0.131
H: 4.239 6.509 -1.787
C: -2.429 2.244 0.352
O: -2.981 1.681 -0.607
N: -2.991 3.216 1.015
N: -1.249 1.950 0.750
H: -3.898 3.487 0.663
H: -2.647 3.395 1.948
H: -0.746 1.432 0.044
H: -0.809 2.756 1.170
C: -0.521 4.925 -4.664
O: -0.159 3.773 -4.386
N: -0.235 5.498 -5.814
N: -1.243 5.627 -3.856
H: 0.434 5.013 -6.395
H: -0.429 6.486 -5.889
H: -1.344 6.586 -4.157
H: -1.547 5.241 -2.973
C: 3.527 -3.403 1.765
O: 3.630 -4.002 2.838
N: 3.000 -2.254 1.512
N: 3.849 -3.824 0.605
H: 3.044 -1.854 0.585
H: 2.539 -1.820 2.299
H: 4.313 -4.721 0.617
H: 3.668 -3.193 -0.163

Calculated values
Kohn-Sham gap = 0.108 hartree
LUMO = -11.5 eV
net charge = +3
E_HOMO = -0.5313 Ha

=====

# 2
A structure of composition C43H58BFeN3O2P2S. Source: the Open Molecules 2025 dataset; level of theory: ωB97M-V with the def2-TZVPD basis set.

CARTESIAN COORDINATES (ANGSTROEM)
Fe: 0.193 0.986 -0.413
C: 2.080 -1.893 3.580
C: 0.967 -0.944 4.027
C: -0.320 -1.719 4.334
P: 0.603 0.265 2.677
C: -0.451 1.589 3.467
C: -0.058 3.018 3.093
C: -1.946 1.384 3.207
C: 2.206 1.091 2.355
C: 2.821 1.548 3.535
C: 4.002 2.260 3.565
C: 4.618 2.719 4.856
C: 4.588 2.553 2.329
C: 4.013 2.118 1.159
C: 2.824 1.356 1.111
N: 2.285 0.995 -0.118
C: 3.110 0.499 -1.107
C: 4.469 0.163 -0.920
C: 5.260 -0.269 -1.965
C: 4.768 -0.414 -3.263
C: 5.644 -0.888 -4.391
C: 3.417 -0.163 -3.441
C: 2.588 0.256 -2.402
P: 0.792 0.289 -2.609
C: 0.489 1.412 -4.055
C: -0.997 1.733 -4.201
C: 1.292 2.701 -3.896
C: 0.382 -1.422 -3.212
C: 1.124 -2.468 -2.376
C: -1.126 -1.674 -3.145
H: 2.268 -2.633 4.362
H: 3.011 -1.360 3.380
H: 1.786 -2.420 2.672
H: 1.275 -0.406 4.930
H: -0.677 -2.241 3.442
H: -1.121 -1.069 4.693
H: -0.128 -2.466 5.106
H: -0.269 1.443 4.539
H: -0.167 3.174 2.017
H: 0.964 3.268 3.370
H: -0.734 3.712 3.599
H: -2.183 1.562 2.156
H: -2.511 2.095 3.814
H: -2.285 0.376 3.441
H: 2.345 1.343 4.491
H: 4.048 2.358 5.712
H: 4.653 3.810 4.916
H: 5.642 2.355 4.962
H: 5.504 3.135 2.287
H: 4.488 2.362 0.213
H: 4.912 0.242 0.065
H: 6.301 -0.504 -1.764
H: 6.674 -0.550 -4.262
H: 5.288 -0.513 -5.352
H: 5.663 -1.980 -4.452
H: 2.980 -0.323 -4.426
H: 0.835 0.889 -4.954
H: -1.372 2.222 -3.297
H: -1.608 0.850 -4.379
H: -1.149 2.417 -5.040
H: 1.000 3.227 -2.981
H: 1.093 3.368 -4.739
H: 2.364 2.514 -3.847
H: 0.714 -1.491 -4.255
H: 0.952 -2.303 -1.310
H: 2.198 -2.447 -2.550
H: 0.750 -3.464 -2.626
H: -1.487 -1.586 -2.117
H: -1.343 -2.693 -3.479
H: -1.703 -0.990 -3.766
C: -5.701 -4.061 0.662
C: -4.639 -4.361 -0.406
C: -4.588 -5.879 -0.594
C: -5.067 -3.718 -1.735
C: -3.285 -3.777 -0.004
C: -2.103 -4.499 -0.113
C: -0.854 -3.932 0.170
C: -0.815 -2.616 0.567
O: 0.272 -1.848 0.831
B: -0.230 -0.472 1.068
O: -1.737 -0.604 1.070
C: -1.996 -1.879 0.704
C: -3.222 -2.438 0.420
H: -6.652 -4.524 0.383
H: -5.878 -2.990 0.773
H: -5.398 -4.456 1.634
H: -5.591 -6.255 -0.809
H: -4.221 -6.382 0.304
H: -3.947 -6.162 -1.432
H: -6.038 -4.108 -2.056
H: -4.334 -3.929 -2.517
H: -5.149 -2.634 -1.635
H: -2.128 -5.532 -0.433
H: 0.060 -4.503 0.063
H: -4.114 -1.829 0.512
N: 1.552 3.963 -0.492
C: 0.222 4.009 -0.364
N: -0.538 2.951 -0.433
C: -1.880 3.291 -0.327
C: -2.933 2.378 -0.342
C: -4.222 2.863 -0.212
C: -4.468 4.229 -0.065
C: -3.426 5.140 -0.038
C: -2.134 4.655 -0.168
S: -0.623 5.528 -0.168
H: 1.967 3.026 -0.487
H: 2.109 4.728 -0.155
H: -2.725 1.316 -0.424
H: -5.054 2.171 -0.218
H: -5.487 4.581 0.035
H: -3.616 6.199 0.085

Calculated values
2S+1 = 5
Kohn-Sham gap (alpha / beta) = 0.205 / 0.237 hartree
expectation value of S² = 6.03
LUMO (alpha / beta) = 0.4 / 0.3 eV
E_HOMO (alpha / beta) = -0.1921 / -0.2244 Ha

=====

# 3
A cluster of 11 separate species, C10H40N20O14S in total at a distorted geometry. Source: the Open Molecules 2025 dataset; level of theory: ωB97M-V with the def2-TZVPD basis set.

CARTESIAN COORDINATES (ANGSTROEM)
S: 9.630 9.751 8.706
O: 9.428 8.374 9.184
O: 9.026 9.876 7.390
O: 8.989 10.724 9.636
O: 11.082 9.932 8.651
C: 11.668 7.550 5.704
O: 12.310 6.507 5.883
N: 10.287 7.566 5.822
N: 12.261 8.685 5.183
H: 9.815 8.376 6.258
H: 10.067 6.705 6.358
H: 11.822 9.525 5.557
H: 13.282 8.676 5.419
C: 8.915 4.776 8.588
O: 8.751 3.618 8.322
N: 10.001 5.469 8.166
N: 8.058 5.502 9.399
H: 10.763 4.993 7.675
H: 10.182 6.413 8.469
H: 7.164 5.076 9.568
H: 8.078 6.507 9.460
C: 12.135 12.303 11.220
O: 12.573 12.965 12.173
N: 12.400 11.018 11.041
N: 11.413 12.850 10.262
H: 13.131 10.616 11.589
H: 12.123 10.615 10.102
H: 10.715 13.455 10.649
H: 11.002 12.205 9.584
C: 8.090 14.736 7.874
O: 7.286 14.678 6.957
N: 9.334 14.177 7.813
N: 7.876 15.426 9.036
H: 9.802 13.851 8.599
H: 9.511 13.629 6.933
H: 7.003 15.855 9.192
H: 8.479 15.500 9.843
C: 11.881 12.259 5.783
O: 12.366 13.007 4.961
N: 12.558 11.497 6.673
N: 10.501 12.060 5.906
H: 13.564 11.493 6.611
H: 12.061 11.052 7.474
H: 10.090 12.462 5.068
H: 10.134 11.310 6.460
C: 6.298 9.244 11.681
O: 5.415 8.946 12.465
N: 6.147 10.302 10.810
N: 7.478 8.546 11.526
H: 6.719 10.440 10.018
H: 5.298 10.857 10.967
H: 7.625 7.751 12.039
H: 8.062 8.726 10.706
C: 5.705 10.715 6.133
O: 4.707 10.992 5.481
N: 6.039 9.459 6.698
N: 6.715 11.690 6.330
H: 6.992 9.331 6.806
H: 5.587 8.702 6.268
H: 6.327 12.648 6.182
H: 7.486 11.420 6.942
C: 8.665 12.367 12.703
O: 8.904 12.873 13.794
N: 8.769 11.099 12.452
N: 8.406 13.239 11.602
H: 9.357 10.514 13.096
H: 8.540 10.653 11.577
H: 8.124 12.781 10.755
H: 7.999 14.128 11.735
C: 12.445 7.192 10.895
O: 13.028 6.392 11.571
N: 11.593 8.122 11.363
N: 12.600 7.321 9.499
H: 10.812 8.517 10.845
H: 11.463 7.806 12.342
H: 12.111 8.082 8.977
H: 12.500 6.396 9.053
C: 10.118 16.177 12.410
O: 9.126 16.634 11.888
N: 11.346 15.986 11.752
N: 10.192 15.630 13.648
H: 11.582 16.361 10.871
H: 11.870 15.171 11.956
H: 9.329 15.304 13.960
H: 10.958 14.910 13.727

Calculated values
Kohn-Sham gap = 0.360 hartree
energy above the lowest of the compared OMol25 structures with the same formula, charge and spin = 1.019 eV
LUMO = 4.3 eV
net charge = -2
E_HOMO = -0.2029 Ha

=====

# 4
A structure of composition C28H38N2P2Tl at a distorted geometry. Source: the Open Molecules 2025 dataset; level of theory: ωB97M-V with the def2-TZVPD basis set.

CARTESIAN COORDINATES (ANGSTROEM)
C: 2.462 -3.963 -1.761
C: 2.457 -2.592 -1.520
C: 1.717 -1.776 -2.442
C: 0.672 -2.370 -3.194
C: 0.666 -3.747 -3.384
C: 1.625 -4.527 -2.737
C: -0.452 -1.475 -3.583
C: 0.071 -0.133 -3.981
C: 1.177 0.365 -3.249
C: 1.363 1.788 -3.146
C: 0.717 2.593 -4.079
C: -0.197 2.036 -4.989
C: -0.576 0.700 -4.892
H: 3.093 -4.604 -1.142
H: -0.102 -4.182 -4.026
H: 1.680 -5.597 -2.947
H: -1.118 -1.917 -4.336
H: 0.887 3.670 -4.066
H: -0.653 2.671 -5.758
H: -1.385 0.280 -5.501
N: 1.968 -0.440 -2.485
Tl: -2.074 -0.500 -0.428
C: 2.954 -1.912 -0.267
H: 3.511 -0.999 -0.527
H: 3.561 -2.601 0.337
C: 2.085 2.309 -1.940
H: 3.027 1.768 -1.768
H: 2.268 3.391 -2.016
P: 1.469 -1.322 0.718
P: 1.020 1.967 -0.409
C: 0.080 3.544 -0.473
H: -0.314 3.779 0.525
H: 0.733 4.359 -0.809
H: -0.755 3.423 -1.171
C: 2.283 2.557 0.813
H: 2.493 3.626 0.681
H: 1.892 2.394 1.826
H: 3.213 1.987 0.706
C: 0.972 -2.961 1.373
H: 1.871 -3.457 1.774
H: 0.215 -2.835 2.159
H: 0.536 -3.565 0.567
C: 2.332 -0.751 2.241
H: 1.568 -0.488 2.988
H: 2.962 -1.567 2.626
H: 2.935 0.139 2.022
H: -1.113 -1.313 -2.656
H: -0.949 0.890 -1.244
C: -4.064 2.294 3.810
N: -3.274 2.171 2.559
C: -3.130 3.507 1.910
C: -1.946 1.429 2.764
C: -2.204 -0.030 3.008
C: -2.519 -0.470 4.304
C: -2.885 -1.798 4.538
C: -2.847 -2.719 3.490
C: -2.480 -2.271 2.198
C: -2.207 -0.944 1.975
H: -3.462 2.839 4.555
H: -4.313 1.295 4.187
H: -4.975 2.852 3.578
H: -3.825 1.569 1.922
H: -2.514 4.149 2.545
H: -2.673 3.393 0.929
H: -4.131 3.938 1.807
H: -1.346 1.629 1.868
H: -1.475 1.930 3.619
H: -2.468 0.272 5.110
H: -3.200 -2.099 5.544
H: -3.080 -3.776 3.663
H: -2.440 -3.000 1.380

Calculated values
Kohn-Sham gap (alpha / beta) = 0.195 / 0.222 hartree
LUMO (alpha / beta) = -3.9 / -3.5 eV
net charge = +1
E_HOMO (alpha / beta) = -0.3394 / -0.3503 Ha

=====

# 5
A structure of composition C26H27GaN4O4S3. Source: the Open Molecules 2025 dataset; level of theory: ωB97M-V with the def2-TZVPD basis set.

CARTESIAN COORDINATES (ANGSTROEM)
Ga: 0.940 -0.508 -0.089
O: -0.561 0.388 -0.719
S: -1.322 1.555 -0.013
C: -2.255 0.743 1.306
C: -3.346 -0.240 0.893
C: -2.858 -1.504 0.175
C: -2.079 -2.456 1.087
S: -0.712 -3.325 0.294
O: 0.366 -2.249 0.118
C: -1.383 -3.606 -1.322
C: -2.373 -4.572 -1.431
C: -2.920 -4.821 -2.678
C: -2.470 -4.120 -3.791
C: -1.465 -3.171 -3.664
C: -0.909 -2.906 -2.419
C: -2.574 1.982 -1.179
C: -3.284 3.145 -0.908
C: -4.285 3.526 -1.787
C: -4.541 2.763 -2.920
C: -3.802 1.616 -3.183
C: -2.804 1.211 -2.308
H: -2.668 1.579 1.877
H: -1.463 0.300 1.916
H: -4.064 0.267 0.247
H: -3.890 -0.504 1.803
H: -2.245 -1.216 -0.675
H: -3.717 -2.031 -0.238
H: -2.703 -3.244 1.512
H: -1.573 -1.961 1.921
H: -2.710 -5.134 -0.566
H: -3.691 -5.573 -2.783
H: -2.898 -4.325 -4.764
H: -1.103 -2.641 -4.536
H: -0.113 -2.181 -2.317
H: -3.064 3.749 -0.034
H: -4.852 4.426 -1.595
H: -5.315 3.072 -3.610
H: -3.996 1.036 -4.075
H: -2.212 0.328 -2.509
N: 4.635 4.593 4.938
C: 4.076 3.534 4.317
C: 2.772 3.627 3.781
C: 2.217 2.565 3.118
C: 2.947 1.375 3.000
C: 4.238 1.259 3.522
C: 4.788 2.327 4.183
S: 2.375 0.122 1.993
O: 0.887 -0.021 2.038
O: 3.107 -1.099 2.154
N: 2.428 0.618 0.393
C: 3.351 0.002 -0.472
N: 4.647 0.213 -0.458
C: 5.345 -0.448 -1.386
C: 4.756 -1.288 -2.326
C: 3.395 -1.463 -2.249
N: 2.685 -0.823 -1.311
H: 4.115 5.439 5.087
H: 5.536 4.521 5.374
H: 2.211 4.546 3.902
H: 1.218 2.637 2.707
H: 4.785 0.331 3.417
H: 5.780 2.243 4.610
H: 6.417 -0.293 -1.372
H: 5.343 -1.794 -3.078
H: 2.857 -2.120 -2.918

Calculated values
Kohn-Sham gap = 0.284 hartree
LUMO = -5.1 eV
net charge = +2
E_HOMO = -0.4718 Ha

=====

# 6
A structure of composition C2EuF6NO3S2 at a distorted geometry. Source: the Open Molecules 2025 dataset; level of theory: ωB97M-V with the def2-TZVPD basis set.

CARTESIAN COORDINATES (ANGSTROEM)
O: -1.233 -1.053 -3.236
Eu: -1.254 -2.012 -1.233
N: 0.097 0.685 0.610
S: -0.559 0.954 -1.068
C: -2.182 1.689 -0.596
F: -2.008 2.919 -0.131
F: -2.829 0.993 0.328
F: -2.933 1.744 -1.691
S: 0.699 -0.621 1.204
O: 0.184 -1.883 0.552
O: 0.714 -0.664 2.661
C: 2.504 -0.677 0.732
F: 2.629 -0.737 -0.583
F: 3.103 0.411 1.183
F: 3.069 -1.746 1.268

Calculated values
2S+1 = 8
Kohn-Sham gap (alpha / beta) = 0.184 / 0.263 hartree
energy above the lowest of the compared OMol25 structures with the same formula, charge and spin = 0.488 eV
expectation value of S² = 15.88
LUMO (alpha / beta) = -8.9 / -6.9 eV
net charge = +1
E_HOMO (alpha / beta) = -0.5112 / -0.5170 Ha

=====

# 7
A cluster of 4 separate species, C11H31Br2O12P3 in total at a distorted geometry. Source: the Open Molecules 2025 dataset; level of theory: ωB97M-V with the def2-TZVPD basis set.

CARTESIAN COORDINATES (ANGSTROEM)
Br: 1.972 3.759 7.014
C: 0.014 4.286 6.867
C: -0.305 3.962 5.499
Br: -2.094 4.612 5.192
H: -0.182 5.319 7.153
H: -0.599 3.781 7.614
H: -0.280 2.876 5.405
H: 0.336 4.542 4.835
C: -2.395 2.632 1.660
O: -1.243 3.210 1.002
P: 0.130 2.463 1.358
O: 0.583 2.493 2.818
O: -0.133 0.968 0.740
C: 0.956 0.011 0.857
O: 1.172 3.174 0.301
C: 1.705 4.489 0.570
H: -3.215 2.894 0.991
H: -2.562 2.974 2.681
H: -2.357 1.548 1.547
H: 1.582 0.155 1.738
H: 1.512 0.073 -0.079
H: 0.646 -1.033 0.812
H: 2.714 4.310 0.940
H: 1.168 4.932 1.408
H: 1.578 5.182 -0.262
C: 0.575 -4.284 -0.756
O: 1.966 -4.298 -0.962
P: 3.025 -3.190 -0.379
O: 2.823 -1.818 -0.862
O: 4.482 -3.856 -0.772
C: 4.901 -3.721 -2.085
O: 2.973 -3.288 1.311
C: 4.174 -3.169 2.061
H: 0.186 -3.285 -0.953
H: 0.188 -4.541 0.230
H: 0.012 -5.035 -1.310
H: 5.180 -2.667 -2.058
H: 4.070 -3.816 -2.783
H: 5.569 -4.550 -2.317
H: 4.439 -4.154 2.448
H: 4.076 -2.515 2.928
H: 5.082 -2.946 1.500
C: -4.076 0.156 -6.100
O: -4.560 0.175 -4.727
P: -3.870 -0.663 -3.486
O: -4.866 -1.138 -2.439
O: -2.619 0.280 -3.044
C: -2.468 0.617 -1.735
O: -3.153 -1.862 -4.359
C: -2.588 -3.001 -3.788
H: -2.993 0.208 -6.211
H: -4.522 1.065 -6.505
H: -4.436 -0.794 -6.494
H: -2.239 1.680 -1.664
H: -1.608 0.168 -1.237
H: -3.475 0.469 -1.344
H: -3.317 -3.661 -3.320
H: -1.822 -2.672 -3.085
H: -1.810 -3.505 -4.362

Calculated values
2S+1 = 2
Kohn-Sham gap (alpha / beta) = 0.265 / 0.068 hartree
expectation value of S² = 0.75
LUMO (alpha / beta) = -4.8 / -10.1 eV
net charge = +1
E_HOMO (alpha / beta) = -0.4401 / -0.4401 Ha